Density functional theory data (the ωB97M-V functional and the def2-TZVPD basis) for a cluster of 2 separate species, C4H10N2O3 in total at a distorted geometry.

```
19
Properties=species:S:1:pos:R:3:forces:R:3:lowdin_charge:R:1
N -1.28344 -0.27364 2.55056 0.101 0.397 -1.709 0.16
C -1.11961 0.09264 1.45964 0.420 -0.156 1.663 -0.12
C -0.72093 0.65979 0.13603 -0.126 0.056 0.072 -0.35
O -1.44075 0.04461 -0.88695 -0.037 -0.015 -0.291 -0.02
C 0.80449 0.47845 -0.10562 0.026 0.348 0.396 -0.33
N 1.01573 -0.89553 -0.52845 0.152 -0.280 0.142 0.06
C 1.26905 1.44321 -1.19233 -0.502 0.124 -0.141 -0.23
O 2.65200 1.24027 -1.38978 0.229 -0.162 0.072 -0.05
H -0.97294 1.73082 0.16703 0.045 -0.264 -0.033 0.16
H -0.86593 -0.69927 -1.16152 -0.106 0.046 0.013 0.09
H 1.34167 0.72810 0.82461 -0.103 -0.047 -0.227 0.16
H 1.82631 -0.95927 -1.13651 -0.047 0.026 0.154 0.09
H 1.16996 -1.50543 0.27369 -0.024 0.135 -0.294 0.10
H 0.71008 1.25007 -2.12316 0.052 0.030 0.247 0.14
H 1.06222 2.47709 -0.87200 0.020 -0.231 -0.030 0.13
H 2.93301 1.68732 -2.19196 -0.021 0.031 -0.014 0.09
O -3.14942 -2.66323 2.08357 0.543 0.347 0.861 -0.10
H -2.64142 -2.19572 2.79636 -0.578 -0.522 -1.199 0.02
H -2.59008 -2.64030 1.29678 -0.042 0.136 0.319 0.01
```
Forces are in eV/Å.

Results
**E_LUMO**: 0.402 eV
**Charge**: 0
**E_HOMO**: -10.711 eV
**Relative energy (zero: lowest compared OMol25 entry of this formula, charge and spin)**: 1.682 eV



Density functional theory data (the ωB97M-V functional and the def2-TZVPD basis) for an isolated molecule of C13H13N5O3S at a distorted geometry.

```
35
Properties=species:S:1:pos:R:3:forces:R:3:lowdin_charge:R:1
C 1.76286 -3.93182 -0.90651 -2.817 0.323 0.739 -0.04
C 0.67769 -3.10468 -1.75021 -0.027 -2.387 3.075 -0.16
N 0.27320 -1.87206 -1.11979 0.715 2.806 -0.908 -0.07
N -0.53999 -1.82890 -0.06977 -0.801 -0.035 -0.416 0.19
C -1.16931 -0.74111 0.28682 0.492 -2.065 0.488 -0.17
C -2.04178 -0.93390 1.48444 0.730 -0.239 0.566 -0.42
C -1.64909 -1.73177 2.56117 -0.614 1.009 0.898 -0.10
C -2.59916 -1.69890 3.64095 0.577 0.039 0.053 -0.13
C -3.75096 -1.12558 3.22348 -1.099 0.692 1.733 -0.66
C -4.95167 -0.96807 4.10162 -0.421 0.534 0.356 -0.11
S -3.66973 -0.34441 1.75531 1.071 0.072 -1.577 1.12
N -1.02345 0.47542 -0.44981 -3.760 1.494 2.111 -0.08
O -1.73081 1.47855 -0.07256 1.081 -1.614 -0.192 0.02
C -0.35489 0.41944 -1.54826 3.102 -1.263 -1.768 -0.03
C -0.18900 1.53414 -2.45638 -0.425 4.827 -0.922 -0.29
O -1.00044 2.45587 -2.46660 0.380 -1.217 -0.221 0.11
N 1.03115 1.75261 -3.18382 -1.439 -2.670 0.314 0.01
C 1.30356 3.00173 -3.90468 -2.422 0.825 -0.037 0.00
C 1.94758 0.72657 -3.09846 2.913 -0.355 2.338 -0.50
O 3.13586 0.91878 -3.25913 -0.001 0.746 -1.536 0.07
N 1.71465 -0.50952 -2.44908 -3.958 -0.730 0.542 0.20
C 0.58250 -0.66826 -1.75382 1.931 0.220 -0.964 -0.16
H 1.59196 -5.00786 -1.13376 0.671 0.746 -0.022 0.07
H 2.74343 -3.53219 -1.11822 0.260 -0.252 0.023 0.06
H 1.48742 -3.81104 0.19356 0.580 -0.101 -1.348 0.08
H -0.25862 -3.64797 -1.91195 0.246 -0.351 0.289 0.12
H 1.08862 -2.95262 -2.68271 0.773 1.071 -1.916 0.08
H -0.75113 -2.28968 2.77636 0.499 0.352 -0.845 0.11
H -2.40739 -1.83228 4.74785 -0.155 -0.621 -1.676 0.14
H -5.40847 0.06181 4.16680 0.557 -1.127 -0.223 0.10
H -5.70765 -1.70904 3.87940 -0.472 0.070 -0.557 0.07
H -4.64926 -1.30099 5.08167 0.189 0.332 0.618 0.07
H 1.57268 3.75545 -3.15782 -0.360 0.111 -0.252 0.10
H 0.34556 3.28292 -4.48449 1.418 -0.220 1.275 0.12
H 2.08290 3.00915 -4.64058 0.586 -1.025 -0.039 0.08
```
Forces are in eV/Å.

Results
**E_LUMO**: -1.366 eV
**Charge**: 0
**E_HOMO**: -8.593 eV
**Relative energy (zero: lowest compared OMol25 entry of this formula, charge and spin)**: 5.108 eV



Density functional theory data (the ωB97M-V functional and the def2-TZVPD basis) for a structure of composition C30H38BrN6O4W.

```
80
Properties=species:S:1:pos:R:3:forces:R:3:lowdin_charge:R:1
W -0.49030 0.14868 -0.47284 -0.390 -0.385 -0.286 1.79
C -3.34469 1.49944 0.21853 0.049 0.048 -0.033 -0.07
N -2.85149 0.77212 -0.99206 -0.156 0.089 0.024 -0.23
C -3.08053 1.67772 -2.17182 0.064 -0.010 -0.040 -0.17
C -1.87710 2.37673 -2.77806 -0.011 -0.016 0.050 -0.14
C -0.80726 1.43376 -3.32346 0.015 0.041 -0.025 -0.17
N 0.19645 1.09482 -2.30457 0.086 0.073 -0.020 -0.11
C 1.37659 1.59424 -2.47493 -0.077 -0.086 0.141 -0.06
C 2.51251 1.50165 -1.58982 -0.093 -0.068 0.030 -0.14
C 3.72341 2.07310 -2.02897 -0.026 -0.015 0.030 -0.02
C 4.83677 2.08437 -1.22784 -0.008 -0.015 0.029 -0.06
C 4.75893 1.52479 0.05334 0.002 0.000 -0.014 -0.04
C 3.58995 0.96319 0.51670 0.009 0.026 -0.062 0.00
C 2.44615 0.94466 -0.29242 -0.011 0.059 -0.220 -0.33
O 1.33709 0.41991 0.20119 0.523 0.104 0.377 -0.27
C -3.80843 -0.36418 -1.13398 0.028 -0.013 -0.007 -0.20
C -3.49584 -1.36644 -2.23268 0.010 -0.002 0.028 -0.14
C -2.09037 -1.97263 -2.09502 -0.055 -0.011 -0.093 -0.20
N -1.57355 -1.71593 -0.75225 -0.139 -0.164 0.119 -0.15
C -1.88718 -2.60471 0.13679 -0.003 0.040 -0.073 -0.07
C -1.77329 -2.49997 1.54548 0.044 -0.040 -0.080 -0.16
C -2.10520 -3.61607 2.33790 -0.021 -0.029 0.090 -0.03
C -2.06726 -3.54170 3.70582 -0.003 0.027 -0.071 -0.07
C -1.71972 -2.31913 4.30290 0.013 0.036 -0.015 -0.05
C -1.40357 -1.21061 3.55086 0.004 -0.028 0.032 -0.01
C -1.39743 -1.28349 2.14729 0.007 0.142 0.052 -0.34
O -1.07471 -0.22487 1.44942 -0.073 -0.161 0.061 -0.23
H -4.42006 1.66599 0.11607 0.003 -0.013 0.015 0.10
H -2.83784 2.45144 0.31034 -0.014 0.001 -0.011 0.09
H -3.14514 0.90722 1.10710 0.012 0.002 0.021 0.09
H -3.80722 2.43552 -1.87144 -0.040 -0.036 -0.008 0.13
H -3.56013 1.08832 -2.95407 0.065 0.006 -0.023 0.11
H -1.41679 3.07850 -2.08503 0.035 0.017 0.028 0.10
H -2.26321 2.96386 -3.61475 -0.005 -0.002 0.007 0.13
H -0.30279 1.89494 -4.17574 -0.008 -0.005 0.026 0.12
H -1.26703 0.50739 -3.68378 0.001 0.002 -0.008 0.11
H 1.55165 2.16154 -3.38859 0.016 0.014 -0.005 0.14
H 3.75804 2.51940 -3.01558 0.002 0.001 -0.008 0.12
H 5.75693 2.53139 -1.57463 0.011 0.000 0.005 0.11
H 5.62726 1.54429 0.69893 0.005 0.003 0.002 0.12
H 3.51762 0.55937 1.51871 0.000 -0.010 0.008 0.12
H -4.80658 0.05118 -1.30532 0.002 0.001 -0.011 0.13
H -3.84490 -0.87077 -0.17045 -0.013 0.000 0.014 0.12
H -3.60825 -0.92575 -3.22376 -0.028 -0.016 -0.002 0.11
H -4.25241 -2.15009 -2.16250 0.012 -0.011 0.006 0.12
H -1.43116 -1.51843 -2.83277 0.061 0.013 0.009 0.08
H -2.10559 -3.04778 -2.29426 0.000 0.033 -0.018 0.13
H -2.34139 -3.52730 -0.23413 -0.003 0.006 -0.001 0.15
H -2.39446 -4.53884 1.84789 0.003 -0.002 -0.014 0.12
H -2.31856 -4.39863 4.31322 0.005 -0.003 0.018 0.11
H -1.70161 -2.24218 5.38266 -0.003 -0.003 0.009 0.12
H -1.13062 -0.27437 4.01897 -0.001 0.003 0.011 0.09
N 1.35255 -2.16720 1.60594 -0.011 0.042 0.004 0.04
C 2.20224 -3.21469 1.06764 -0.050 -0.090 -0.001 -0.27
C 2.51085 -2.95121 -0.39588 0.050 -0.023 -0.037 -0.17
C 1.28409 -2.82534 -1.29843 0.009 -0.060 -0.018 -0.19
N 0.87174 -1.41438 -1.55661 0.087 0.047 -0.254 -0.05
H 1.77928 -1.25127 1.52341 0.000 -0.020 0.017 0.05
H 1.14047 -2.32042 2.58446 0.002 -0.044 0.004 0.08
H 1.65198 -4.15889 1.13903 0.039 -0.004 0.020 0.12
H 3.14771 -3.36242 1.60427 -0.010 0.056 0.012 0.11
H 3.12111 -3.77699 -0.76659 0.014 0.022 -0.001 0.12
H 3.13355 -2.05335 -0.49643 -0.009 0.004 0.027 0.11
H 0.44148 -3.37937 -0.88761 -0.030 0.044 0.080 0.10
H 1.52246 -3.26329 -2.26999 -0.044 -0.038 0.018 0.12
H 0.49304 -1.37810 -2.49731 0.041 -0.074 -0.078 0.07
H 1.73620 -0.88154 -1.62809 0.013 0.007 -0.020 0.07
Br 1.54865 1.08828 5.02401 -0.001 -0.008 -0.002 0.77
C 1.70737 2.27382 3.55909 -0.010 -0.007 -0.032 -0.65
C 2.73034 3.21322 3.54527 0.004 -0.015 0.029 -0.17
N 2.91425 4.05653 2.53576 0.014 0.003 0.009 0.09
C 2.07768 3.98360 1.50697 -0.041 -0.003 -0.013 -0.07
C 1.02734 3.07287 1.43986 -0.024 0.143 0.122 -0.12
C 0.83060 2.19400 2.49605 0.013 0.032 0.020 -0.05
C 0.20196 3.01893 0.19943 0.092 -0.142 -0.267 -0.52
O 0.37639 3.79568 -0.71347 -0.134 0.060 0.059 0.10
O -0.69608 2.03785 0.13423 0.088 0.404 0.207 -0.24
H 3.42240 3.28251 4.37643 -0.002 -0.008 0.007 0.11
H 2.24584 4.66822 0.68487 -0.014 -0.004 -0.009 0.13
H 0.03880 1.45727 2.46105 0.005 0.033 0.000 0.09
```
Forces are in eV/Å.

Results
**E_LUMO (spin up / spin down)**: -2.952 / -3.224 eV
**Charge**: +1
**<S²>**: 2.010
**E_HOMO (spin up / spin down)**: -10.185 / -11.035 eV
**Relative energy (zero: lowest compared OMol25 entry of this formula, charge and spin)**: 0.052 eV
**2S+1**: 3



Density functional theory data (the ωB97M-V functional and the def2-TZVPD basis) for a structure of composition C11H7F6N3O5PtS2.

```
35
Properties=species:S:1:pos:R:3:forces:R:3:lowdin_charge:R:1
Pt -0.39578 0.01264 -0.32166 -0.068 0.115 -0.058 1.17
O 0.13598 -0.97907 1.26472 -0.192 -0.024 0.038 -0.22
C -0.60278 -1.76150 2.02482 0.059 0.009 -0.058 -0.32
C 0.02895 -2.26550 3.17933 -0.092 -0.053 0.007 0.00
C -0.63130 -3.10787 4.03782 0.058 0.009 0.034 -0.07
C -1.95379 -3.49044 3.79288 -0.041 -0.013 -0.015 -0.09
C -2.58580 -3.00521 2.67555 0.012 -0.003 0.019 -0.04
C -1.93853 -2.14088 1.77808 0.034 0.062 -0.058 -0.09
C -2.64720 -1.64758 0.61241 0.095 -0.029 0.075 -0.24
N -2.17833 -0.81442 -0.30407 -0.174 0.125 -0.301 -0.09
C -3.16637 -0.58211 -1.24143 -0.010 -0.038 0.022 -0.11
C -4.25801 -1.29355 -0.88599 -0.003 -0.011 0.008 -0.06
N -3.91888 -1.95564 0.27451 -0.005 -0.010 0.007 0.12
H 1.05137 -1.96255 3.35735 0.005 0.003 -0.007 0.12
H -0.11842 -3.47806 4.91646 -0.003 -0.002 -0.003 0.11
H -2.47066 -4.15532 4.47015 -0.002 0.003 -0.001 0.10
H -3.61135 -3.30384 2.49121 0.003 -0.001 0.016 0.10
H -3.00315 0.07142 -2.07968 0.006 0.002 0.005 0.11
H -5.22598 -1.38933 -1.34182 0.002 0.002 0.000 0.12
H -4.51466 -2.57281 0.79506 -0.010 -0.001 -0.008 0.15
F -1.49605 4.49469 -0.19709 -0.032 -0.026 -0.021 0.16
C -1.64699 3.39035 -0.91871 0.077 0.089 0.016 -0.69
F -2.22046 3.68813 -2.07607 -0.010 0.024 -0.026 0.16
F -2.42072 2.53916 -0.25743 -0.031 -0.058 0.031 0.13
S 0.04781 2.70777 -1.21852 0.158 0.006 0.266 0.61
O 0.57084 2.25487 0.05603 0.046 0.213 -0.113 -0.33
O 0.76347 3.71104 -1.92437 -0.185 -0.050 -0.230 -0.22
N -0.38536 1.37465 -2.08594 0.181 -0.348 0.527 -0.40
S 0.90560 0.65398 -2.81555 0.262 -0.088 0.065 0.61
O 1.67171 -0.00894 -1.78304 0.113 -0.072 -0.157 -0.32
O 1.59646 1.43113 -3.78282 -0.260 0.152 -0.059 -0.23
C 0.00029 -0.63370 -3.80011 0.106 0.053 -0.086 -0.69
F -0.89404 -0.04246 -4.58375 -0.007 0.008 -0.034 0.15
F -0.61509 -1.53639 -3.05125 -0.042 -0.052 0.103 0.13
F 0.91473 -1.24311 -4.54530 -0.048 0.008 -0.003 0.16
```
Forces are in eV/Å.

Results
**E_LUMO**: -0.317 eV
**Charge**: 0
**E_HOMO**: -8.322 eV
**Relative energy (zero: lowest compared OMol25 entry of this formula, charge and spin)**: 0.000 eV



Density functional theory data (the ωB97M-V functional and the def2-TZVPD basis) for a cluster of 2 separate species, C14H23NO4S in total at a distorted geometry.

```
43
Properties=species:S:1:pos:R:3:forces:R:3:lowdin_charge:R:1
C -5.08976 0.10343 1.87219 0.359 -2.211 -0.159 -0.11
C -3.95884 0.71836 0.85067 -6.423 2.012 -0.122 -0.19
C -3.38347 -0.21973 -0.14181 -5.520 -2.904 2.513 -0.32
O -2.54887 0.20780 -1.04332 -0.978 1.112 -4.647 0.03
C -1.31674 0.34774 -0.75525 4.523 2.005 5.566 -0.19
C -0.87691 0.13374 0.70104 6.254 2.410 -8.795 0.10
C 0.40573 0.39134 1.14957 -4.271 5.657 -18.064 -0.28
C 1.25820 1.15950 -0.09714 -0.792 -2.241 5.437 -0.12
C 0.72143 1.47878 -1.31968 6.565 0.776 2.087 -0.10
C -0.49148 1.11107 -1.57283 -7.470 -0.421 -3.465 -0.26
C -1.15446 1.67977 -2.89193 1.602 -6.332 -1.025 0.01
H -2.07280 2.21885 -2.90703 -0.476 0.297 0.375 0.04
H -1.40097 0.38699 -3.52098 0.340 4.131 1.376 0.19
H -0.33416 2.06865 -3.49045 -0.417 0.377 -0.138 0.05
H 1.42295 1.92356 -2.05577 -0.784 0.094 0.566 0.14
S 2.91488 1.50668 0.46686 1.058 -4.138 -13.808 0.52
O 3.16521 2.17156 1.58016 0.572 6.104 9.557 -0.24
O 3.52692 1.97687 -0.79960 -1.362 0.604 1.117 -0.35
N 3.74103 0.15407 0.65462 0.531 -1.847 2.411 -0.18
H 4.24631 0.12053 1.61139 -1.233 -0.334 -2.463 0.17
C 3.91668 -0.85281 -0.45184 2.181 1.082 2.993 -0.13
C 3.26876 -2.15621 0.04903 3.436 -0.052 -9.011 -0.30
O 1.98029 -2.17347 0.06479 -5.098 -0.245 4.094 -0.12
C 1.23041 -2.14114 -1.03836 4.567 -3.658 -5.008 -0.12
H 0.23702 -2.14327 -1.21515 -3.687 -0.827 1.807 0.05
H 1.69058 -2.96158 -1.91275 -1.212 0.968 2.462 0.17
H 1.44455 -1.40409 -1.69673 1.311 3.615 -1.484 0.03
H 3.79802 -2.46012 0.81989 1.485 -1.341 4.606 0.07
H 3.64432 -2.96300 -0.79599 -0.649 1.273 1.410 0.17
H 5.07941 -0.97298 -0.44319 -2.075 -0.111 -0.798 0.15
H 3.54046 -0.30323 -1.31425 0.138 -0.700 -0.292 0.11
C 1.01561 0.12421 2.19214 6.209 -2.563 15.553 -0.15
H 1.77060 0.95316 2.68086 -2.000 -2.075 -1.316 0.15
H 0.22753 -0.10606 3.02480 1.153 0.489 -0.839 0.15
H 1.55763 -0.85634 2.22946 -0.053 0.780 -0.498 0.12
H -1.38961 -0.06373 1.43177 -6.627 -2.867 6.994 0.01
H -3.08303 -1.15031 0.26086 1.272 -0.862 1.455 0.13
H -4.34431 -0.67289 -0.48921 0.609 0.676 -1.517 0.15
H -3.31855 1.21295 1.45195 2.440 1.613 1.892 0.04
H -4.68912 1.65599 0.36714 2.485 -2.603 0.631 0.18
H -4.60876 -0.76436 2.54313 -1.275 1.931 -1.391 0.11
H -6.10257 -0.25163 1.45831 1.966 -0.415 -0.573 0.08
H -5.64014 0.81134 2.49265 1.345 0.741 0.510 0.04
```
Forces are in eV/Å.

Results
**E_LUMO**: 0.265 eV
**Charge**: 0
**E_HOMO**: -8.063 eV
**Relative energy (zero: lowest compared OMol25 entry of this formula, charge and spin)**: 12.508 eV



Density functional theory data (the ωB97M-V functional and the def2-TZVPD basis) for a structure of composition C3H11ClNO2PSiZn at a distorted geometry.

```
21
Properties=species:S:1:pos:R:3:forces:R:3:lowdin_charge:R:1
N -2.41925 0.61035 0.28954 1.107 -0.446 -0.196 -0.12
Si -1.44667 -0.80714 0.73397 -0.549 -0.484 -0.309 0.45
C 0.01688 -0.86096 -0.47434 -0.222 0.913 0.244 -0.30
C 0.95984 0.35737 -0.36837 -0.080 -0.035 -0.003 -0.27
C 1.58047 0.72261 -1.72299 0.612 -0.343 0.450 -0.30
O 2.44465 1.77966 -1.71750 -0.465 0.124 -0.227 0.05
P -0.85507 -0.70479 2.98008 -0.705 -0.299 0.602 0.42
O 0.58902 -1.40542 3.01240 0.313 0.102 -0.501 -0.37
Cl -0.39414 1.21520 3.14583 0.316 0.521 -0.016 0.34
H -3.38258 0.44125 0.59305 -0.198 0.481 -0.096 0.08
H -2.55924 0.80346 -0.73584 -0.706 -0.105 0.007 -0.01
H -2.26969 -2.01651 0.57781 0.156 -0.137 -0.041 0.00
H 0.55053 -1.81015 -0.44270 0.057 -0.049 -0.256 0.12
H -0.41140 -0.85836 -1.54841 -0.336 -0.574 0.045 0.08
H 0.43093 1.24567 0.02877 0.147 0.093 0.272 0.10
H 1.76137 0.13003 0.33450 -0.037 0.132 0.137 0.15
H 0.75158 1.01337 -2.47416 -0.010 0.136 -0.304 0.10
H 1.99894 -0.18263 -2.18385 -0.135 0.023 -0.290 0.17
H 3.08216 1.72473 -0.99777 0.196 0.032 0.141 0.14
H 0.54918 -2.32912 2.72964 0.209 -0.328 0.369 0.08
Zn -0.97749 0.93140 -1.75965 0.330 0.241 -0.029 1.11
```
Forces are in eV/Å.

Results
**E_LUMO**: -12.092 eV
**Charge**: +2
**E_HOMO**: -15.640 eV



The E_tot results, record by record, are as follows: -13432.1742, -38115.6568, -120722.9534, -67448.8451, -35393.1648, -86960.5177 eV.